# 1
82
Properties=species:S:1:pos:R:3:mulliken_charge:R:1 method="wB97M-V/def2-TZVPD" total_energy_ha=-2745.1646 total_charge=+2 gap_ev=6.98 homo_energy_ev=-13.10 e_above_lowest_kj_mol=45.6
Hf -0.606 -1.295 0.564 1.510
C 3.462 -3.227 0.234 -1.796
C 2.013 -2.918 0.099 1.057
N 1.286 -2.455 1.058 0.750
N 1.891 -2.304 2.276 -1.614
C 1.015 -2.111 3.234 0.753
N 1.479 -1.929 4.471 -0.347
S -0.730 -2.139 3.032 -0.658
C 1.275 -3.231 -1.143 0.838
C 1.870 -3.953 -2.162 -0.945
C 1.113 -4.331 -3.263 -0.751
C -0.215 -3.957 -3.315 -1.395
C -0.732 -3.206 -2.272 -0.232
N -0.026 -2.851 -1.197 0.301
H 3.883 -2.654 1.054 0.405
H 3.612 -4.286 0.459 0.345
H 3.992 -2.998 -0.689 0.512
H 2.472 -1.955 4.634 0.245
H 0.850 -1.802 5.244 0.224
H 2.905 -4.247 -2.079 0.479
H 1.556 -4.918 -4.056 0.478
H -0.854 -4.240 -4.139 0.541
H -1.760 -2.885 -2.312 0.610
N -2.462 -2.795 0.870 -0.736
C -3.428 -2.957 -0.236 -0.685
C -3.659 -1.589 -0.845 -0.556
N -2.375 -0.861 -1.005 -0.195
H -2.134 -3.696 1.212 0.256
H -2.947 -2.387 1.671 0.336
H -4.366 -3.389 0.116 0.486
H -3.004 -3.662 -0.948 0.299
H -4.280 -0.985 -0.180 0.394
H -4.195 -1.670 -1.792 0.328
H -2.596 0.129 -0.861 0.373
H -1.995 -0.908 -1.950 -0.100
O -3.349 1.643 0.221 -0.712
C -2.334 1.725 0.881 0.005
N -1.815 2.791 1.533 -0.006
C -0.558 2.509 2.242 3.929
C -0.391 1.075 1.769 -0.870
O 0.580 0.292 1.848 -0.595
N -1.432 0.658 1.054 0.169
C 0.615 3.335 1.728 -0.439
C 0.461 4.299 0.743 -0.433
C 1.558 5.044 0.322 -0.960
C 2.807 4.816 0.874 -0.452
C 2.964 3.842 1.854 -1.027
C 1.873 3.107 2.282 -0.047
C -0.740 2.602 3.749 -0.136
C -1.056 1.483 4.508 -0.027
C -1.290 1.612 5.871 -1.037
C -1.213 2.857 6.475 -0.525
C -0.897 3.976 5.715 -0.946
C -0.656 3.850 4.357 -0.269
H -2.351 3.633 1.672 0.316
H -0.507 4.480 0.297 0.439
H 1.429 5.807 -0.432 0.463
H 3.657 5.403 0.553 0.451
H 3.936 3.666 2.294 0.454
H 1.992 2.363 3.059 0.480
H -1.120 0.500 4.051 0.227
H -1.535 0.738 6.459 0.456
H -1.394 2.958 7.536 0.423
H -0.831 4.948 6.184 0.423
H -0.384 4.723 3.776 0.456
C 2.753 1.012 -5.675 -1.426
C 1.558 0.567 -4.906 0.803
C 0.344 0.230 -5.445 -1.164
C -0.677 -0.173 -4.578 0.898
N -0.511 -0.245 -3.255 0.151
C 0.667 0.085 -2.728 0.024
S 1.035 0.169 -1.060 -0.684
N 1.678 0.473 -3.562 0.076
C -2.020 -0.558 -5.104 -1.370
H 2.469 1.311 -6.680 0.400
H 3.471 0.193 -5.749 0.323
H 3.244 1.851 -5.181 0.420
H 0.183 0.293 -6.510 0.480
H 2.550 0.741 -3.120 0.336
H -2.237 -0.074 -6.053 0.490
H -2.795 -0.307 -4.382 0.291
H -2.041 -1.638 -5.272 0.232

***

# 2
53
Properties=species:S:1:pos:R:3:nbo_charge:R:1 method="wB97M-V/def2-TZVPD" total_energy_ha=-4116.7163 total_charge=-2 gap_ev="4.59 / 5.19" spin_multiplicity=5 homo_energy_ev="-0.05 / -0.66" e_above_lowest_kj_mol=30.5
Cr 1.067 0.425 0.015 0.892
S -1.970 3.554 0.652 -0.949
Sb 0.232 2.979 0.390 1.280
S 0.767 2.090 -1.801 -0.855
S 0.834 0.444 2.328 -0.928
S 1.762 4.594 0.979 -0.940
N 7.071 2.495 -0.017 -0.808
C 5.753 2.015 0.044 0.201
C 4.970 2.198 1.170 -0.312
C 3.673 1.718 1.182 0.126
N 3.143 1.063 0.151 -0.477
C 3.900 0.873 -0.930 0.108
C 5.202 1.313 -1.028 -0.328
H 7.213 3.297 0.579 0.369
H 7.366 2.696 -0.960 0.364
H 5.335 2.760 2.022 0.205
H 3.016 1.845 2.033 0.268
H 3.413 0.347 -1.740 0.222
H 5.770 1.138 -1.933 0.196
C -4.730 0.345 -0.646 -0.399
N -3.314 0.321 -0.912 -0.806
C -2.886 1.111 -2.060 -0.422
P -2.210 -0.650 -0.169 2.477
O -0.880 -0.016 -0.212 -1.101
N -2.853 -0.875 1.354 -0.815
C -2.208 -1.933 2.137 -0.422
C -2.964 0.365 2.147 -0.444
N -2.192 -2.151 -0.878 -0.811
C -3.417 -2.881 -1.080 -0.387
C -0.972 -2.866 -1.205 -0.415
H -5.059 1.377 -0.480 0.197
H -4.957 -0.236 0.246 0.217
H -5.313 -0.062 -1.488 0.158
H -3.194 2.149 -1.919 0.217
H -3.320 0.709 -2.988 0.148
H -1.797 1.116 -2.132 0.272
H -2.060 -2.821 1.519 0.191
H -2.866 -2.198 2.971 0.174
H -1.239 -1.595 2.522 0.239
H -3.322 1.188 1.533 0.243
H -1.987 0.651 2.548 0.252
H -3.668 0.187 2.967 0.164
H -4.279 -2.264 -0.832 0.210
H -3.453 -3.782 -0.450 0.169
H -3.511 -3.201 -2.125 0.175
H -0.087 -2.279 -0.931 0.278
H -0.936 -3.089 -2.278 0.168
H -0.937 -3.824 -0.664 0.157
C 2.437 -2.141 0.094 -0.221
O 1.698 -1.266 -0.688 -0.908
H 3.297 -2.547 -0.472 0.125
H 1.833 -3.010 0.422 0.124
H 2.828 -1.677 1.010 0.159

***

# 3
48
Properties=species:S:1:pos:R:3:nbo_charge:R:1 method="wB97M-V/def2-TZVPD" total_energy_ha=-885.6798 total_charge=+1 gap_ev=9.58 homo_energy_ev=-12.38 e_above_lowest_kj_mol=455.4
C -3.198 3.173 2.294 -0.642
C -3.124 1.693 3.044 -0.218
C -3.049 1.821 4.689 -0.643
C -1.968 0.727 2.391 -0.227
C -2.067 -0.838 2.955 -0.640
C -0.412 1.232 2.743 -0.104
O 0.454 0.094 2.408 -0.568
C 1.457 0.420 1.386 0.246
C 0.871 0.951 -0.045 -0.297
N 0.618 -0.157 -1.056 -0.645
C 0.012 -1.384 -0.411 -0.247
C 1.132 -1.959 0.666 -0.295
N 2.174 -0.910 1.069 -0.560
H -2.457 3.875 2.899 0.211
H -2.895 3.097 1.154 0.217
H -4.310 3.582 2.410 0.237
H -4.166 1.154 2.817 0.215
H -3.267 0.749 5.153 0.229
H -2.006 2.239 5.022 0.205
H -3.864 2.623 4.999 0.237
H -2.047 0.648 1.215 0.206
H -1.379 -1.038 3.880 0.224
H -3.184 -0.996 3.311 0.230
H -1.855 -1.615 2.099 0.205
H -0.312 1.436 3.911 0.213
H -0.137 2.240 2.215 0.203
H 2.312 1.145 1.747 0.213
H -0.082 1.623 0.010 0.248
H 1.726 1.632 -0.526 0.237
H 1.494 -0.397 -1.576 0.391
H -1.026 -1.118 0.109 0.228
H -0.185 -2.186 -1.250 0.246
H 0.530 -2.389 1.593 0.263
H 1.639 -2.913 0.158 0.248
H 2.900 -0.764 0.304 0.460
H 2.631 -1.260 1.945 0.456
O 3.027 -0.201 -3.246 -0.614
C 2.627 -0.832 -4.210 0.810
O 1.865 -1.962 -4.128 -0.493
C 1.675 -2.494 -5.439 -0.073
C 1.900 -1.335 -6.375 -0.430
C 2.932 -0.515 -5.643 -0.534
H 2.396 -3.302 -5.596 0.186
H 0.663 -2.899 -5.528 0.206
H 2.216 -1.645 -7.374 0.236
H 0.975 -0.755 -6.477 0.216
H 3.950 -0.843 -5.872 0.249
H 2.814 0.552 -5.845 0.255